Entry 1:
Molecular formula: F4N2O8S4Sn
Method: DFT, wB97M-V/def2-TZVPD

Element x y z (Å)
1 Sn 3.3054 -1.1104 0.9999
2 N 1.9073 -0.0547 -4.3701
3 S 2.3547 0.7953 -5.5445
4 O 1.7140 2.1129 -5.8843
5 O 2.9310 0.0957 -6.6907
6 F 3.6063 1.2187 -4.6344
7 S 0.4054 -0.3253 -5.0812
8 O 0.3199 -1.2896 -6.1743
9 O -0.5431 0.7213 -4.9680
10 F -0.0413 -1.3211 -3.8608
11 N -0.7911 -0.2318 4.7440
12 S -2.2950 0.2515 4.1295
13 O -3.0732 1.4550 4.6086
14 O -3.1387 -0.8268 3.6459
15 F -1.7146 0.7442 2.6876
16 S -1.3676 -0.4097 6.1616
17 O -2.1206 -1.5818 6.5116
18 O -1.4241 0.7646 7.0385
19 F -0.0348 -1.0081 6.6812

The value obtained for the energy relative to the best compared isomer or geometry (same formula, charge and spin) is 9.195 eV. The energy is -79386.9555 eV. The calculation puts the HOMO-LUMO gap at 0.06662 hartree.

Mulliken population analysis, charges in e, atoms 1 to 8: Sn 1.270; N -0.177; S 1.069; O -0.501; O -0.505; F -0.298; S 1.100; O -0.514

Entry 2:
Molecular formula: C2H10N3O
Method: DFT, wB97M-V/def2-TZVPD

Element x y z (Å)
1 C 0.2828 0.9541 -1.6590
2 N 0.2644 0.2302 -0.4032
3 C -0.8200 0.1264 0.3214
4 N -0.6801 -0.6818 1.4566
5 N -1.9268 0.8409 0.1527
6 H -0.0629 1.9866 -1.5577
7 H 1.3036 1.0690 -2.0169
8 H -0.2956 0.4606 -2.4416
9 H 1.0242 -0.4592 -0.2197
10 H -0.7298 -1.6727 1.2290
11 H -1.3254 -0.5226 2.2206
12 H -2.6377 0.8343 0.8603
13 H -2.1082 1.2411 -0.7537
14 H 3.2546 -1.1178 -0.2050
15 H 2.6219 -0.9554 1.1222
16 O 2.4027 -1.2802 0.2340

The value obtained for the energy relative to the best compared isomer or geometry (same formula, charge and spin) is 0.582 eV. The energy is -8748.5593 eV. The calculation puts the HOMO-LUMO gap at 0.43763 hartree. Its net charge is +1.

Mulliken population analysis, charges in e, atoms 1 to 8: C -1.093; N -0.051; C 0.596; N -0.490; N -0.345; H 0.367; H 0.331; H 0.382

Entry 3:
Molecular formula: C37H33FGeMnNO6
Method: DFT, wB97M-V/def2-TZVPD

Element x y z (Å)
1 Mn -0.2789 -0.6027 -0.2170
2 C -7.3075 -0.1898 -0.8640
3 C -6.8188 0.9843 -0.0215
4 C -7.4329 2.2719 -0.5415
5 C -6.8461 3.4872 0.1560
6 C -5.3607 3.5079 -0.0757
7 C -4.6657 4.6925 -0.2230
8 C -3.3034 4.6687 -0.4676
9 F -2.6575 5.8457 -0.6001
10 C -2.5988 3.5027 -0.5841
11 C -3.2852 2.2926 -0.4416
12 C -2.6377 1.0276 -0.4787
13 O -1.4414 0.8736 -0.8998
14 C -3.2972 -0.1345 -0.0436
15 C -4.6230 -0.0833 0.1668
16 N -5.3432 1.0726 -0.0388
17 C -4.6775 2.2902 -0.1888
18 C -2.3392 -1.2418 0.3204
19 O -1.5671 -0.8801 1.2970
20 O -2.3159 -2.2964 -0.3231
21 H -8.3934 -0.1359 -0.9617
22 H -7.0600 -1.1570 -0.4281
23 H -6.8599 -0.1431 -1.8595
24 H -7.1424 0.8379 1.0157
25 H -8.5139 2.2133 -0.4077
26 H -7.2311 2.3457 -1.6163
27 H -7.0695 3.4412 1.2277
28 H -7.2920 4.4057 -0.2266
29 H -5.1829 5.6431 -0.1435
30 H -1.5371 3.5077 -0.7704
31 H -5.1804 -0.9323 0.5373
32 C 3.9638 -1.6633 -1.0030
33 C 3.0009 -1.0147 -0.0111
34 C 3.2347 -1.5089 1.3986
35 O 3.2169 0.3869 0.0095
36 C 1.5711 -1.3524 -0.4697
37 O 1.1346 -0.9431 -1.6189
38 O 0.8457 -2.1423 0.2322
39 H 4.9906 -1.4190 -0.7217
40 H 3.7706 -1.2868 -2.0103
41 H 3.8381 -2.7503 -1.0104
42 H 4.2739 -1.3142 1.6766
43 H 3.0230 -2.5741 1.4751
44 H 2.5767 -0.9772 2.0853
45 H 3.0008 0.7083 -0.8786
46 C -0.1194 1.3350 -0.2764
47 Ge 0.7756 2.2452 -1.7670
48 C 2.4737 1.7733 -2.6447
49 C 2.5225 0.8915 -3.7300
50 C 3.7267 0.5905 -4.3528
51 C 4.9128 1.1511 -3.8894
52 C 4.8867 2.0170 -2.8066
53 C 3.6747 2.3291 -2.1942
54 C 1.1056 4.1328 -1.3044
55 C 0.8199 4.6493 -0.0403
56 C 0.9747 6.0066 0.2349
57 C 1.4113 6.8705 -0.7597
58 C 1.7043 6.3736 -2.0277
59 C 1.5567 5.0175 -2.2931
60 C -0.5696 2.3009 -3.2137
61 C -0.9716 1.1013 -3.8181
62 C -2.0354 1.0649 -4.7110
63 C -2.7324 2.2308 -5.0120
64 C -2.3524 3.4280 -4.4205
65 C -1.2791 3.4601 -3.5315
66 H 1.6123 0.4266 -4.0862
67 H 3.7427 -0.0965 -5.1920
68 H 5.8536 0.9086 -4.3695
69 H 5.8081 2.4445 -2.4287
70 H 3.6669 3.0177 -1.3565
71 H 0.4687 3.9757 0.7379
72 H 0.7471 6.3883 1.2247
73 H 1.5228 7.9283 -0.5505
74 H 2.0429 7.0456 -2.8087
75 H 1.7910 4.6399 -3.2844
76 H -0.4703 0.1742 -3.5565
77 H -2.3336 0.1228 -5.1569
78 H -3.5743 2.2027 -5.6945
79 H -2.8987 4.3391 -4.6380
80 H -0.9979 4.4081 -3.0799

The value obtained for the energy relative to the best compared isomer or geometry (same formula, charge and spin) is 0.000 eV. As for the spin multiplicity: 2. The energy is -143230.9161 eV. As for the expectation value of S²: 0.87. The calculation puts the HOMO-LUMO gap (spin up / spin down) at 0.18348 / 0.17052 hartree. Its net charge is -1.

Mulliken population analysis, charges in e, atoms 1 to 8: Mn -0.886; C -1.505; C 0.230; C -1.028; C -1.165; C 1.424; C -1.055; C -0.294

Entry 4:
Molecular formula: C5H13N
Method: DFT, wB97M-V/def2-TZVPD

Element x y z (Å)
1 C 1.1803 -1.6205 1.2890
2 C 1.3134 -0.0905 1.2924
3 C 1.1689 0.4871 -0.1355
4 C -0.2231 0.1592 -0.6214
5 N -1.3351 0.7491 0.0967
6 C -2.4863 0.7466 -0.8124
7 H 0.1813 -1.8507 0.8830
8 H 1.9681 -2.0826 0.6959
9 H 1.2399 -2.0613 2.2702
10 H 2.2993 0.2117 1.7591
11 H 0.5149 0.3045 1.8837
12 H 1.9272 0.0895 -0.8113
13 H 1.3324 1.5546 -0.1149
14 H -0.2827 -0.9317 -0.8676
15 H -0.4692 1.1841 -1.1358
16 H 0.1078 0.8629 -2.4120
17 H -3.4096 1.1118 -0.2808
18 H -2.6961 -0.2644 -1.3495
19 H -2.3314 1.4406 -1.6291

The value obtained for the energy relative to the best compared isomer or geometry (same formula, charge and spin) is 6.530 eV. The energy is -6879.6675 eV. The calculation puts the HOMO-LUMO gap at 0.28867 hartree.

Mulliken population analysis, charges in e, atoms 1 to 8: C -1.052; C -0.439; C -0.792; C -0.508; N -0.468; C -0.804; H 0.280; H 0.270